No. 1
The following is a DFT calculation (ωB97M-V with the def2-TZVPD basis set) of a 10-piece molecular cluster, H20O10 overall.

Its electronic energy is -764.4019 Ha. The value obtained for the maximum force is 0.74 eV/A. As for the frontier orbital gap: 10.266 eV. For the energy above the lowest of the compared OMol25 structures with the same formula, charge and spin, the calculation gives 2.178 eV. As for the structure (SMILES): O.O.O.O.O.O.O.O.O.O. The calculation puts the LUMO energy at -0.159 eV. The HOMO energy comes out at -10.43 eV.

Atoms and positions in Å:
O  0.35602  -0.61755  0.09797
H  0.45837  0.07158  0.79047
H  -0.57500  -0.88615  0.12971
O  0.35179  3.80075  1.10863
H  -0.05088  4.22995  1.87010
H  -0.20529  3.02573  0.94880
O  -2.21808  2.18670  0.87188
H  -2.14442  1.51231  0.15070
H  -2.81630  1.78906  1.51240
O  3.42286  1.42637  1.13056
H  2.58784  1.23115  1.58782
H  3.81843  2.14447  1.63344
O  -2.26487  0.22250  -1.07396
H  -2.79331  0.66225  -1.75317
H  -1.62617  -0.32936  -1.56360
O  -1.95840  -2.50919  0.17804
H  -2.65048  -2.00271  0.61882
H  -2.16196  -2.42455  -0.76571
O  1.83037  0.01643  -2.44113
H  1.05490  0.52424  -2.69529
H  1.61769  -0.31932  -1.55364
O  1.66763  -2.98618  -0.79713
H  1.07363  -2.35991  -0.34759
H  2.41934  -3.08418  -0.20519
O  1.00474  0.59035  2.49728
H  0.50422  1.21194  3.04219
H  1.01400  -0.23586  2.99949
O  -0.87084  -2.08150  -2.51259
H  -0.54177  -2.09626  -3.41836
H  -0.30406  -2.71308  -2.04093

natural (NBO) atomic charge list, values in e, 2 entries: number 1, O, carries -1.0107; number 2, H, carries 0.5078



No. 2
The following is a DFT calculation (ωB97M-V with the def2-TZVPD basis set) of one molecule with the formula C3H5N3O at a distorted geometry.

Its electronic energy is -356.6855 Ha. The value obtained for the maximum force is 6.85 eV/A. As for the frontier orbital gap: 8.318 eV. For the energy above the lowest of the compared OMol25 structures with the same formula, charge and spin, the calculation gives 4.678 eV. As for the structure (SMILES): [H]/N=C\N/N=C\C=O. The calculation puts the LUMO energy at -0.909 eV. The HOMO energy comes out at -9.23 eV.

Atoms and positions in Å:
H  -0.03745  2.32673  1.02194
N  0.98003  2.43090  0.94595
C  1.40831  1.37463  0.24461
N  0.48674  0.46063  -0.00850
N  0.91251  -0.71580  -0.41858
C  0.01376  -1.74365  -0.39832
C  -1.45331  -1.47229  -0.28014
O  -2.09220  -0.40385  -0.18071
H  2.56627  1.23224  0.06767
H  -0.55165  0.38903  0.65189
H  0.49906  -2.53905  -0.94807
H  -2.20614  -2.36046  -0.37672

natural (NBO) atomic charge list, values in e, 2 entries: number 1, H, carries 0.3135; number 2, N, carries -0.6343



No. 3
The following is a DFT calculation (ωB97M-V with the def2-TZVPD basis set) of a 4-piece molecular cluster, C4H16O3 overall at a distorted geometry.

Its electronic energy is -387.6307 Ha. The value obtained for the maximum force is 6.72 eV/A. As for the frontier orbital gap: 11.300 eV. For the energy above the lowest of the compared OMol25 structures with the same formula, charge and spin, the calculation gives 2.505 eV. As for the structure (SMILES): CCCC.O.O.O. The calculation puts the LUMO energy at 0.391 eV. The HOMO energy comes out at -10.91 eV.

Atoms and positions in Å:
C  -0.61155  1.17153  -1.17348
C  0.51153  1.82116  -0.39294
C  1.73295  0.91523  -0.35152
C  2.70028  1.28418  0.80087
H  -0.30954  1.20626  -2.32178
H  -1.52723  1.75504  -1.06876
H  -0.88873  0.13301  -1.00250
H  0.23796  2.31111  0.43926
H  0.71530  2.69338  -1.11396
H  2.30211  0.89936  -1.25484
H  1.35617  -0.10687  -0.28338
H  3.39509  0.35415  0.79692
H  2.37366  1.20418  1.83006
H  2.93163  2.36870  0.68445
O  -1.99811  -2.24005  2.33717
H  -1.15678  -1.78964  2.06080
H  -2.48862  -2.08698  1.62667
O  -3.33566  -1.57528  0.10235
H  -3.07720  -0.90583  0.66064
H  -2.74992  -1.54078  -0.62722
O  -0.22375  -2.49121  -0.39670
H  0.33000  -3.15905  -0.10453
H  -0.21958  -2.22157  -1.24760

natural (NBO) atomic charge list, values in e, 2 entries: number 1, C, carries -0.5970; number 2, C, carries -0.4026



No. 4
The following is a DFT calculation (ωB97M-V with the def2-TZVPD basis set) of C4H4BaO2 as an isolated structure at a distorted geometry.

The multiplicity is 2. Its electronic energy is -330.4388 Ha. The value obtained for the maximum force is 1.40 eV/A. As for the frontier orbital gap (spin up / spin down): 3.670 / 8.594 eV. For the energy above the lowest of the compared OMol25 structures with the same formula, charge and spin, the calculation gives 0.000 eV. The calculation puts the LUMO energy (spin up / spin down) at -4.291 / -4.251 eV. The HOMO energy (spin up / spin down) comes out at -7.96 / -12.84 eV. As for the net charge: +1.

Atoms and positions in Å:
H  -0.20184  -1.34280  -1.13598
O  1.92247  -0.79328  -2.61795
C  1.15332  0.02442  -2.16319
C  0.22833  -0.32789  -1.05718
C  0.14918  0.39289  0.07329
C  -0.69692  -0.08250  1.16253
O  -0.73907  0.47183  2.25765
Ba  -2.19407  0.30659  4.93640
H  0.98152  1.00821  -2.64853
H  0.73723  1.29969  0.23732
H  -1.34014  -0.95716  0.95564

natural (NBO) atomic charge list, values in e, 2 entries: number 1, H, carries 0.2359; number 2, O, carries -0.4541



No. 5
The following is a DFT calculation (ωB97M-V with the def2-TZVPD basis set) of one molecule with the formula C8H10 at a distorted geometry.

Its electronic energy is -310.7128 Ha. The value obtained for the maximum force is 4.99 eV/A. As for the frontier orbital gap: 9.711 eV. For the energy above the lowest of the compared OMol25 structures with the same formula, charge and spin, the calculation gives 3.342 eV. As for the structure (SMILES): C=C1[C@@H]2C[C@@H]2[C@H]2C[C@@H]12. The calculation puts the LUMO energy at 1.148 eV. The HOMO energy comes out at -8.56 eV.

Atoms and positions in Å:
C  -2.29249  -0.55304  -0.02526
C  -0.95653  -0.30847  0.05692
C  -0.44198  1.01204  0.54008
C  0.13630  1.89922  -0.49694
C  1.04660  1.00723  0.28748
C  1.32141  -0.32839  -0.40289
C  1.07612  -1.58313  0.50460
C  0.05787  -1.14434  -0.41773
H  -2.60261  -1.51487  -0.45800
H  -2.80431  0.28561  0.41033
H  -0.83210  1.37051  1.54049
H  -0.16291  1.50272  -1.43334
H  0.19935  2.94117  -0.32432
H  1.88920  1.37341  0.99549
H  1.95681  -0.45987  -1.36874
H  1.05023  -1.26131  1.54808
H  1.64432  -2.49346  0.18691
H  -0.02179  -1.75067  -1.37439

natural (NBO) atomic charge list, values in e, 2 entries: number 1, C, carries -0.4355; number 2, C, carries 0.0328



No. 6
The following is a DFT calculation (ωB97M-V with the def2-TZVPD basis set) of one molecule with the formula C6H10O2 at a distorted geometry.

Its electronic energy is -385.0682 Ha. The value obtained for the maximum force is 1.15 eV/A. As for the frontier orbital gap: 10.748 eV. For the energy above the lowest of the compared OMol25 structures with the same formula, charge and spin, the calculation gives 0.930 eV. As for the structure (SMILES): C/C=C/COC(C)=O. The calculation puts the LUMO energy at 0.956 eV. The HOMO energy comes out at -9.79 eV.

Atoms and positions in Å:
C  0.33070  1.76858  1.80654
C  -0.13841  1.33728  0.46836
C  -1.26016  0.65599  0.24734
C  -1.45866  -0.18234  -0.96159
O  -1.01928  -1.56191  -0.62222
C  0.25964  -1.75196  -0.23063
C  1.33278  -1.43814  -1.24378
O  0.51605  -2.18313  0.86044
H  1.23458  1.17047  2.04639
H  -0.39855  1.56638  2.58097
H  0.55444  2.83800  1.80314
H  0.52435  1.56207  -0.35823
H  -1.93324  0.44588  1.06815
H  -0.87792  0.18006  -1.81556
H  -2.50645  -0.30388  -1.23322
H  0.92268  -1.29038  -2.23899
H  1.87832  -0.54292  -0.93452
H  2.03913  -2.27005  -1.24259

natural (NBO) atomic charge list, values in e, 2 entries: number 1, C, carries -0.6474; number 2, C, carries -0.1324



No. 7
The following is a DFT calculation (ωB97M-V with the def2-TZVPD basis set) of a 2-piece molecular cluster, C3H9N4O2 overall at a distorted geometry.

Its electronic energy is -488.9189 Ha. The value obtained for the maximum force is 1.20 eV/A. As for the frontier orbital gap: 9.950 eV. For the energy above the lowest of the compared OMol25 structures with the same formula, charge and spin, the calculation gives 0.341 eV. The calculation puts the LUMO energy at -2.839 eV. The HOMO energy comes out at -12.79 eV. As for the net charge: +1.

Atoms and positions in Å:
C  3.14024  -0.56433  0.33086
C  -2.54526  -0.29585  -0.00874
C  4.34639  -0.14726  0.22511
N  -3.46514  -0.97555  -0.66504
N  0.25910  1.39329  -0.42006
N  -1.25483  -0.34546  -0.31502
N  -0.36768  0.47577  0.43771
O  2.02431  -0.91207  0.40751
O  -2.91954  0.42166  1.00492
H  1.18109  1.11300  -0.73333
H  4.61650  0.83941  0.55362
H  5.13634  -0.76541  -0.15754
H  -3.25146  -1.55927  -1.45831
H  -4.42020  -0.92939  -0.33938
H  0.28248  2.31232  0.00317
H  -0.91708  -0.82405  -1.14622
H  0.30216  -0.14691  0.90459
H  -2.14740  0.91012  1.37614

natural (NBO) atomic charge list, values in e, 2 entries: number 1, C, carries 0.7275; number 2, C, carries 0.8025



No. 8
The following is a DFT calculation (ωB97M-V with the def2-TZVPD basis set) of a 2-piece molecular cluster, C5H12 overall at a distorted geometry.

The multiplicity is 2. Its electronic energy is -197.2944 Ha. The value obtained for the maximum force is 2.53 eV/A. As for the frontier orbital gap (spin up / spin down): 7.072 / 3.511 eV. For the energy above the lowest of the compared OMol25 structures with the same formula, charge and spin, the calculation gives 0.569 eV. The calculation puts the LUMO energy (spin up / spin down) at -5.935 / -9.497 eV. The HOMO energy (spin up / spin down) comes out at -13.01 / -13.01 eV. As for the net charge: +1.

Atoms and positions in Å:
C  -1.78813  1.40704  6.40723
C  -2.92270  0.52596  5.82802
H  -1.23617  0.90402  7.20986
H  -1.13530  1.73427  5.59782
H  -2.12896  2.34525  6.86525
H  -2.45835  -0.05447  5.03308
H  -3.69112  1.21159  5.44360
H  -3.50170  -0.10350  6.50888
C  2.26659  -0.66624  -5.65859
C  2.13439  -0.79847  -4.18539
C  0.83358  -0.68363  -3.68144
H  2.96358  0.09079  -6.04739
H  1.32076  -0.57464  -6.19618
H  2.74291  -1.58614  -6.07355
H  2.93384  -1.34481  -3.70221
H  0.49541  -0.90215  -2.66756
H  0.09548  -0.57839  -4.45897

natural (NBO) atomic charge list, values in e, 2 entries: number 1, C, carries -0.6090; number 2, C, carries -0.6136